A.
{"formula": "C4H14N2O", "method": "wB97M-V/def2-TZVPD", "e_homo_ev": -8.583, "total_charge": 0, "molar_mass_g_mol": 106.17, "multiplicity": 1, "smiles": "CC(C)NCN.O", "species": ["C", "C", "C", "N", "C", "N", "H", "H", "H", "H", "H", "H", "H", "H", "H", "H", "H", "H", "O", "H", "H"], "positions_angstrom": [[1.813, 0.717, -1.576], [0.763, 1.238, -0.570], [-0.366, 1.913, -1.385], [0.165, 0.150, 0.220], [-0.919, -0.710, -0.382], [-1.026, -1.860, 0.510], [2.266, 1.527, -2.142], [1.292, -0.016, -2.193], [2.624, 0.155, -1.102], [1.220, 1.880, 0.180], [-0.121, 2.864, -1.851], [-1.217, 2.118, -0.733], [-0.725, 1.203, -2.124], [0.751, -0.544, 0.677], [-0.519, -0.945, -1.364], [-1.814, -0.095, -0.351], [-1.937, -2.292, 0.337], [-1.279, -1.467, 1.421], [-0.301, -2.307, 4.327], [-0.487, -1.435, 4.702], [-0.181, -2.092, 3.399]]}

=====

B.
{"formula": "C4H14N2O", "method": "wB97M-V/def2-TZVPD", "e_homo_ev": -8.642, "total_charge": 0, "molar_mass_g_mol": 106.17, "multiplicity": 1, "smiles": "CC(C)NCN.O", "species": ["C", "C", "C", "N", "C", "N", "H", "H", "H", "H", "H", "H", "H", "H", "H", "H", "H", "H", "O", "H", "H"], "positions_angstrom": [[-0.994, -1.611, 0.776], [-1.285, -0.155, 1.103], [-0.939, 0.181, 2.613], [-0.615, 0.696, 0.119], [-0.194, 2.077, 0.388], [-1.258, 3.062, 0.225], [-1.502, -2.371, 1.373], [0.016, -1.750, 1.183], [-1.249, -1.795, -0.265], [-2.358, 0.057, 1.226], [-1.653, 0.864, 3.053], [0.112, 0.468, 2.663], [-1.093, -0.756, 3.157], [0.150, 0.098, -0.185], [0.551, 2.231, -0.385], [0.286, 2.116, 1.368], [-1.200, 3.346, -0.751], [-2.149, 2.573, 0.239], [4.280, -3.425, -4.493], [4.220, -4.301, -4.113], [5.165, -3.170, -4.167]]}

=====

Relative stability in kcal/mol, measured from the most stable structure: A 0.0; B 7.6

=====

A.
{"formula": "C5H11O2", "method": "wB97M-V/def2-TZVPD", "e_homo_ev": [-10.675, -10.596], "s2": 0.76, "total_charge": 0, "molar_mass_g_mol": 103.14, "multiplicity": 2, "species": ["C", "C", "H", "H", "H", "H", "H", "H", "C", "C", "C", "O", "O", "H", "H", "H", "H", "H"], "positions_angstrom": [[0.169, -1.224, -2.857], [-0.564, -1.362, -1.552], [0.799, -1.976, -3.180], [-0.584, -1.123, -3.629], [0.950, -0.373, -2.947], [-0.481, -2.262, -1.132], [-0.140, -0.792, -0.712], [-1.496, -0.952, -1.477], [0.158, 0.394, 1.747], [0.948, 1.472, 2.389], [-0.974, 1.086, 0.827], [-2.020, 0.554, 1.112], [-0.768, 2.027, 0.067], [0.591, -0.350, 1.058], [-0.174, -0.379, 2.507], [0.817, 1.576, 3.520], [0.714, 2.365, 1.948], [2.056, 1.320, 2.312]]}

=====

B.
{"formula": "C5H11O2", "method": "wB97M-V/def2-TZVPD", "e_homo_ev": [-10.747, -10.502], "s2": 0.76, "total_charge": 0, "molar_mass_g_mol": 103.14, "multiplicity": 2, "species": ["C", "C", "H", "H", "H", "H", "H", "H", "C", "C", "C", "O", "O", "H", "H", "H", "H", "H"], "positions_angstrom": [[2.547, 0.417, 1.395], [1.448, -0.384, 2.101], [3.517, -0.042, 1.636], [2.603, 0.307, 0.312], [2.505, 1.433, 1.768], [0.433, -0.127, 1.799], [1.429, 0.018, 3.126], [1.606, -1.453, 2.184], [-1.706, 0.226, -2.001], [-2.295, 0.486, -0.616], [-0.642, -1.002, -1.956], [-0.801, -1.766, -2.912], [0.135, -0.967, -1.016], [-2.432, 0.015, -2.779], [-1.092, 1.080, -2.275], [-2.527, 1.553, -0.591], [-1.532, 0.233, 0.115], [-3.197, -0.027, -0.290]]}

=====

C.
{"formula": "C5H11O2", "method": "wB97M-V/def2-TZVPD", "e_homo_ev": [-11.046, -10.657], "s2": 0.75, "total_charge": 0, "molar_mass_g_mol": 103.14, "multiplicity": 2, "species": ["C", "C", "C", "O", "O", "H", "H", "H", "H", "H", "C", "C", "H", "H", "H", "H", "H", "H"], "positions_angstrom": [[1.169, -0.764, -0.238], [1.485, -2.191, -0.694], [1.302, -0.747, 1.314], [1.143, -1.765, 1.958], [1.600, 0.377, 1.869], [1.860, 0.005, -0.623], [0.179, -0.443, -0.552], [0.597, -2.723, -1.009], [1.917, -2.795, 0.147], [2.265, -2.286, -1.444], [-1.002, 1.966, 0.105], [-2.412, 1.426, -0.313], [-0.332, 2.163, -0.716], [-1.052, 2.730, 0.847], [-0.543, 1.114, 0.599], [-2.618, 0.515, 0.246], [-2.433, 1.174, -1.373], [-3.124, 2.245, -0.124]]}

=====

Relative stability in kcal/mol, measured from the most stable structure: A 25.6; B 0.0; C 1.4

=====

A.
{"formula": "C3H13N3O", "method": "wB97M-V/def2-TZVPD", "e_homo_ev": -9.241, "total_charge": 0, "molar_mass_g_mol": 107.16, "multiplicity": 1, "smiles": "NCCNCN.O", "species": ["N", "C", "C", "N", "C", "N", "H", "H", "H", "H", "H", "H", "H", "H", "H", "H", "H", "O", "H", "H"], "positions_angstrom": [[1.128, -1.162, 2.035], [-0.186, -0.479, 1.986], [-0.118, 0.747, 1.103], [0.108, 0.375, -0.298], [0.261, 1.513, -1.194], [0.651, 1.115, -2.526], [1.070, -1.997, 1.484], [1.387, -1.378, 2.977], [-0.938, -1.175, 1.640], [-0.481, -0.105, 2.973], [0.738, 1.373, 1.395], [-1.029, 1.320, 1.179], [0.953, -0.183, -0.324], [-0.674, 2.082, -1.246], [1.012, 2.222, -0.803], [1.633, 0.857, -2.457], [0.096, 0.315, -2.799], [-1.688, -1.751, -0.929], [-2.648, -1.647, -0.823], [-1.313, -0.845, -0.873]]}

=====

B.
{"formula": "C3H13N3O", "method": "wB97M-V/def2-TZVPD", "e_homo_ev": -8.603, "total_charge": 0, "molar_mass_g_mol": 107.16, "multiplicity": 1, "smiles": "NCCNCN.O", "species": ["N", "C", "C", "N", "C", "N", "H", "H", "H", "H", "H", "H", "H", "H", "H", "H", "H", "O", "H", "H"], "positions_angstrom": [[-0.360, -0.584, 2.206], [-1.302, -1.023, 1.113], [-0.609, -0.767, -0.226], [-0.416, 0.732, -0.259], [1.047, 0.849, -0.296], [1.716, 0.301, 0.836], [0.625, -0.318, 2.034], [-0.491, 0.303, 2.611], [-2.243, -0.430, 1.327], [-1.636, -2.001, 1.290], [0.262, -1.366, -0.304], [-1.166, -1.077, -1.071], [-0.758, 0.986, 0.622], [1.623, 1.746, -0.430], [1.415, 0.293, -1.154], [2.231, -0.632, 0.611], [1.853, 0.840, 1.721], [-0.364, 0.321, -3.100], [-0.818, 1.015, -2.499], [0.612, 0.575, -2.975]]}

=====

C.
{"formula": "C3H13N3O", "method": "wB97M-V/def2-TZVPD", "e_homo_ev": -8.722, "total_charge": 0, "molar_mass_g_mol": 107.16, "multiplicity": 1, "smiles": "NCCNCN.O", "species": ["N", "C", "C", "N", "C", "N", "H", "H", "H", "H", "H", "H", "H", "H", "H", "H", "H", "O", "H", "H"], "positions_angstrom": [[1.207, 2.180, 2.198], [1.520, 1.556, 0.915], [0.425, 0.494, 0.838], [0.002, 0.054, -0.589], [1.058, -0.396, -1.498], [1.183, -1.964, -1.704], [0.813, 1.493, 2.812], [0.611, 2.915, 1.886], [2.579, 1.128, 1.238], [1.475, 2.260, 0.098], [0.759, -0.401, 1.473], [-0.502, 0.934, 1.285], [-0.420, 0.875, -1.019], [2.094, -0.227, -1.028], [1.146, -0.117, -2.565], [1.986, -2.451, -1.420], [0.752, -2.437, -2.379], [-4.666, -1.484, -0.157], [-3.851, -1.744, -0.581], [-4.868, -2.165, 0.590]]}

=====

D.
{"formula": "C3H13N3O", "method": "wB97M-V/def2-TZVPD", "e_homo_ev": -8.404, "total_charge": 0, "molar_mass_g_mol": 107.16, "multiplicity": 1, "smiles": "C[C@@H](N)O.NCN", "species": ["C", "C", "N", "O", "H", "H", "H", "H", "H", "H", "H", "N", "C", "N", "H", "H", "H", "H", "H", "H"], "positions_angstrom": [[-1.377, -1.123, -0.672], [-0.222, -1.521, 0.239], [-0.085, -2.943, 0.486], [0.979, -1.056, -0.371], [-2.324, -1.428, -0.229], [-1.389, -0.045, -0.817], [-1.262, -1.610, -1.642], [-0.342, -1.037, 1.220], [-0.763, -3.273, 1.160], [-0.198, -3.476, -0.371], [1.701, -1.562, 0.021], [1.028, 1.940, -0.788], [0.838, 2.374, 0.661], [-0.589, 2.534, 0.631], [1.061, 0.920, -0.849], [1.885, 2.296, -1.207], [1.343, 3.344, 0.754], [1.198, 1.625, 1.380], [-0.438, 2.337, -0.603], [-1.044, 1.703, 0.998]]}

=====

Relative stability in kcal/mol, measured from the most stable structure: A 0.0; B 64.0; C 59.9; D 34.0

=====

A.
{"formula": "C34H31ClGeIrNO2S3Sb", "method": "wB97M-V/def2-TZVPD", "e_homo_ev": [-1.043, -1.269], "s2": 0.78, "total_charge": -2, "molar_mass_g_mol": 1003.87, "multiplicity": 2, "species": ["Ir", "S", "Sb", "S", "S", "C", "O", "C", "C", "C", "C", "C", "C", "N", "C", "C", "C", "C", "C", "C", "C", "O", "H", "H", "H", "H", "H", "H", "H", "H", "H", "H", "H", "H", "H", "C", "Ge", "C", "C", "C", "C", "C", "C", "C", "C", "C", "C", "C", "C", "C", "C", "C", "C", "C", "C", "H", "H", "H", "H", "H", "H", "H", "H", "H", "H", "H", "H", "H", "H", "H", "H", "Cl", "C", "H", "H"], "positions_angstrom": [[-2.067, -0.363, 1.191], [-1.154, -2.423, 5.249], [-3.023, -1.312, 4.472], [-2.236, 0.703, 3.290], [-3.278, -2.060, 2.131], [-4.151, 3.263, -2.836], [-3.616, 2.064, -3.366], [-2.294, 1.828, -3.107], [-1.377, 2.817, -2.814], [-0.046, 2.482, -2.577], [0.345, 1.156, -2.630], [-0.580, 0.160, -2.918], [-1.914, 0.478, -3.158], [-2.891, -0.455, -3.449], [-2.750, -1.835, -3.503], [-2.159, -2.695, -2.544], [-1.871, -4.022, -2.956], [-1.368, -4.974, -2.096], [-1.145, -4.627, -0.759], [-1.420, -3.350, -0.306], [-1.909, -2.345, -1.160], [-2.164, -1.139, -0.753], [-5.231, 3.188, -2.936], [-3.798, 4.139, -3.392], [-3.902, 3.371, -1.778], [-1.694, 3.850, -2.752], [0.662, 3.259, -2.322], [1.372, 0.872, -2.422], [-0.277, -0.879, -2.924], [-3.755, -0.060, -3.773], [-3.181, -2.299, -4.385], [-2.058, -4.277, -3.996], [-1.160, -5.977, -2.450], [-0.769, -5.365, -0.058], [-1.289, -3.096, 0.743], [-0.382, -0.816, 1.940], [1.342, 0.045, 1.618], [2.518, -0.401, 3.125], [2.544, -1.716, 3.593], [3.332, -2.073, 4.677], [4.112, -1.117, 5.315], [4.092, 0.197, 4.868], [3.295, 0.550, 3.784], [2.181, -0.656, -0.013], [3.447, -0.252, -0.443], [4.000, -0.761, -1.611], [3.294, -1.693, -2.368], [2.040, -2.116, -1.945], [1.493, -1.597, -0.776], [1.305, 2.002, 1.515], [1.866, 2.712, 0.456], [1.849, 4.103, 0.438], [1.255, 4.804, 1.477], [0.679, 4.109, 2.534], [0.707, 2.720, 2.554], [-0.345, -1.214, 2.966], [1.911, -2.468, 3.131], [3.314, -3.094, 5.042], [4.716, -1.391, 6.173], [4.685, 0.953, 5.372], [3.276, 1.584, 3.452], [4.016, 0.467, 0.143], [4.981, -0.431, -1.935], [3.722, -2.085, -3.283], [1.473, -2.840, -2.521], [0.503, -1.914, -0.469], [2.316, 2.178, -0.375], [2.288, 4.636, -0.399], [1.226, 5.888, 1.457], [0.190, 4.645, 3.339], [0.224, 2.187, 3.367], [-4.555, 2.162, 1.151], [-3.530, 0.901, 0.321], [-2.992, 1.464, -0.445], [-4.240, 0.251, -0.185]]}

=====

B.
{"formula": "C34H31ClGeIrNO2S3Sb", "method": "wB97M-V/def2-TZVPD", "e_homo_ev": [-0.494, -0.513], "s2": 0.79, "total_charge": -2, "molar_mass_g_mol": 1003.87, "multiplicity": 2, "species": ["Ir", "S", "Sb", "S", "S", "C", "O", "C", "C", "C", "C", "C", "C", "N", "C", "C", "C", "C", "C", "C", "C", "O", "H", "H", "H", "H", "H", "H", "H", "H", "H", "H", "H", "H", "H", "C", "Ge", "C", "C", "C", "C", "C", "C", "C", "C", "C", "C", "C", "C", "C", "C", "C", "C", "C", "C", "H", "H", "H", "H", "H", "H", "H", "H", "H", "H", "H", "H", "H", "H", "H", "H", "Cl", "C", "H", "H"], "positions_angstrom": [[-0.290, 0.530, 0.121], [-0.378, 4.888, 3.140], [-1.033, 2.703, 2.621], [-1.712, 2.465, 0.270], [0.952, 1.465, 1.818], [2.746, -0.274, 4.602], [1.631, -1.155, 4.621], [0.413, -0.584, 4.844], [0.215, 0.567, 5.583], [-1.074, 1.038, 5.796], [-2.161, 0.354, 5.281], [-1.968, -0.790, 4.525], [-0.684, -1.262, 4.302], [-0.404, -2.448, 3.618], [-1.204, -3.205, 2.875], [-2.258, -2.824, 2.065], [-3.104, -3.843, 1.519], [-4.055, -3.560, 0.599], [-4.199, -2.219, 0.124], [-3.387, -1.222, 0.548], [-2.349, -1.465, 1.528], [-1.536, -0.578, 1.823], [3.562, -0.832, 4.149], [3.025, 0.025, 5.618], [2.524, 0.598, 3.985], [1.062, 1.127, 5.953], [-1.216, 1.972, 6.322], [-3.162, 0.746, 5.405], [-2.814, -1.299, 4.085], [0.521, -2.804, 3.819], [-0.932, -4.258, 2.882], [-2.960, -4.860, 1.872], [-4.692, -4.336, 0.195], [-4.963, -2.013, -0.617], [-3.447, -0.201, 0.187], [0.814, 1.118, -1.275], [0.851, 2.675, -2.408], [2.774, 3.054, -2.770], [3.637, 2.010, -3.106], [4.975, 2.240, -3.391], [5.485, 3.532, -3.346], [4.644, 4.583, -3.015], [3.304, 4.342, -2.733], [0.194, 2.192, -4.221], [0.219, 3.101, -5.278], [-0.188, 2.735, -6.554], [-0.626, 1.438, -6.797], [-0.653, 0.521, -5.757], [-0.248, 0.897, -4.481], [0.048, 4.381, -1.900], [-0.975, 4.967, -2.639], [-1.572, 6.148, -2.214], [-1.157, 6.748, -1.034], [-0.148, 6.165, -0.279], [0.451, 4.994, -0.716], [1.761, 0.573, -1.404], [3.258, 0.994, -3.147], [5.624, 1.408, -3.646], [6.532, 3.715, -3.564], [5.031, 5.595, -2.970], [2.660, 5.173, -2.466], [0.569, 4.115, -5.105], [-0.162, 3.460, -7.360], [-0.945, 1.148, -7.792], [-0.996, -0.493, -5.933], [-0.291, 0.176, -3.669], [-1.339, 4.488, -3.541], [-2.383, 6.580, -2.791], [-1.646, 7.649, -0.681], [0.129, 6.565, 0.688], [1.180, 4.515, -0.069], [-0.400, -2.105, -1.712], [0.459, -1.409, -0.220], [1.522, -1.512, -0.457], [0.216, -2.150, 0.546]]}

=====

Relative stability in kcal/mol, measured from the most stable structure: A 0.0; B 2.8